Molecular formula: C64H176N16O16
Method: DFT, wB97M-V/def2-TZVPD

The geometry in ORCA input format:
```
! RIJCOSX wB97M-V def2-TZVPD def2/J DEFGRID3
* xyz 0 1
C 21.79489 23.64685 19.85091
C 22.14676 22.21322 19.36573
C 21.97135 21.28499 20.58134
O 22.14655 19.84716 20.34717
C 23.48596 19.35635 20.53774
N 21.22521 21.95345 18.26372
H 21.87937 24.33821 19.01957
H 22.45370 24.00192 20.73106
H 20.72850 23.56593 20.17322
H 23.20690 22.10291 19.16869
H 20.88117 21.30500 20.86174
H 22.57051 21.51348 21.48319
H 23.65408 19.41448 21.62177
H 24.21043 19.95528 20.00651
H 23.33488 18.43783 20.08504
H 21.11607 20.97716 17.99516
H 20.26111 22.10740 18.67118
C 17.98326 24.10876 17.71785
C 17.71142 22.88110 16.74468
C 17.15622 21.73533 17.64920
O 18.07208 21.43914 18.67439
C 17.55376 20.44016 19.52012
N 16.63187 23.21698 15.83518
H 18.57275 24.90189 17.26050
H 18.45940 23.68162 18.62624
H 16.94674 24.50797 17.97703
H 18.65078 22.53686 16.21228
H 16.93895 20.85619 17.11422
H 16.17930 22.04773 18.11014
H 18.26391 20.27038 20.38229
H 17.34903 19.51183 18.98446
H 16.57335 20.71692 20.00211
H 16.02505 23.93158 16.24852
H 16.96122 23.47931 14.91457
C 17.15571 22.55596 10.93856
C 16.91718 21.66802 12.16985
C 17.31861 20.24113 11.85860
O 18.65577 20.17232 11.43864
C 19.16846 18.81254 11.42221
N 17.63543 22.17221 13.33615
H 16.76159 22.14046 10.03866
H 18.20959 22.52314 10.84200
H 16.83383 23.58063 11.10982
H 15.84216 21.58135 12.39079
H 16.70466 19.77256 11.06774
H 17.15810 19.64208 12.73952
H 19.43545 18.43995 12.36004
H 20.04974 18.83080 10.77689
H 18.45671 18.11104 10.97028
H 18.63606 21.98106 13.22883
H 17.30838 21.73124 14.20150
C 12.77075 13.41504 19.10401
C 12.26886 14.70056 18.42438
C 12.11774 14.32074 16.98939
O 11.63181 15.46170 16.24772
C 11.28319 15.24797 14.93098
N 10.95839 15.19317 18.88370
H 13.59438 12.91416 18.66852
H 11.93442 12.76152 19.16068
H 13.11954 13.71497 20.08813
H 13.13076 15.35020 18.55550
H 11.39888 13.48915 16.85460
H 13.09130 14.02956 16.54338
H 10.87594 16.25242 14.65416
H 10.46348 14.50401 14.73790
H 12.11476 15.05980 14.18455
H 10.79829 16.08488 18.45637
H 10.98344 15.35750 19.92134
C 16.03980 15.88375 25.38176
C 15.15924 14.78777 24.85962
C 13.97384 15.29887 23.99174
O 13.23106 16.32412 24.55000
C 12.18353 16.79273 23.70228
N 15.89558 13.67115 24.15988
H 16.63629 16.28162 24.62593
H 16.70515 15.62141 26.21741
H 15.39960 16.61883 25.72751
H 14.73173 14.33546 25.72998
H 13.36673 14.41498 23.62384
H 14.40550 15.72301 23.00661
H 11.61085 17.46928 24.30570
H 11.52596 15.94858 23.33569
H 12.60201 17.33870 22.82587
H 15.22836 13.01840 23.72181
H 16.52626 14.03877 23.44876
C 17.10044 9.93126 15.78783
C 15.63640 9.44308 15.49470
C 14.61548 10.48824 16.01800
O 14.71416 10.69440 17.44060
C 14.38298 9.43338 18.12308
N 15.44000 9.44445 14.07960
H 17.68747 9.15561 16.38386
H 17.03324 10.74407 16.45882
H 17.57575 10.19248 14.87298
H 15.33924 8.46365 15.82505
H 13.59099 10.23065 15.81708
H 14.81199 11.42823 15.51060
H 15.21210 8.78428 17.85787
H 13.45660 8.91025 17.83894
H 14.38363 9.59103 19.22483
H 16.21460 8.88074 13.71323
H 14.58191 8.94333 13.73537
C 17.70326 21.40043 25.19350
C 17.29970 20.17771 24.38899
C 16.81769 20.54283 22.99021
O 15.49699 20.98436 22.74918
C 14.43210 20.09690 23.10696
N 18.39574 19.24715 24.28803
H 18.42150 22.14584 24.77012
H 18.05648 21.18094 26.18326
H 16.86066 22.03419 25.46503
H 16.51155 19.71697 24.96421
H 17.09390 19.68630 22.34348
H 17.41549 21.34751 22.65259
H 14.69574 19.06338 23.17510
H 13.65493 20.26882 22.37632
H 14.02011 20.48753 24.07304
H 18.17653 18.44676 23.74016
H 18.75819 18.89499 25.17558
C 11.46608 23.47456 14.30155
C 11.48913 22.32233 13.34865
C 10.79418 21.13462 14.02508
O 11.51592 20.65842 15.21845
C 12.59315 19.72985 14.80564
N 10.76624 22.74294 12.16065
H 11.68556 24.48883 13.92139
H 12.24802 23.38456 15.10330
H 10.49860 23.43883 14.83182
H 12.54752 22.09409 13.11728
H 10.82282 20.32624 13.34769
H 9.75308 21.33639 14.30232
H 12.38631 18.85267 15.33402
H 13.51233 20.11997 15.15122
H 12.69312 19.60076 13.72995
H 9.81143 23.12348 12.30011
H 10.79916 22.04689 11.40317
C 20.47821 14.70982 12.38851
C 19.57425 13.54894 12.82033
C 18.85340 13.86587 14.08858
O 19.77854 13.64553 15.15479
C 19.13520 13.51878 16.40648
N 18.62738 13.29002 11.69241
H 21.14738 14.82411 13.24599
H 19.94024 15.64352 12.04480
H 21.03377 14.44125 11.46178
H 20.16121 12.62682 13.04702
H 17.99712 13.24657 14.22916
H 18.53928 14.95696 14.12617
H 18.64605 14.39846 16.79404
H 19.82829 13.16615 17.16754
H 18.33441 12.68345 16.43274
H 18.03160 14.07255 11.40830
H 17.92963 12.57757 11.96978
C 13.54367 21.31056 18.74396
C 12.23951 20.54501 18.97775
C 12.23179 19.06424 18.69843
O 10.96081 18.39913 18.62349
C 10.27033 18.65484 17.38768
N 11.67588 20.72700 20.30269
H 13.37946 22.39815 18.85596
H 13.80236 21.30254 17.68298
H 14.39154 20.92690 19.28400
H 11.62417 21.03832 18.22469
H 12.75362 18.68365 19.56912
H 12.75726 18.84060 17.73508
H 9.35261 18.10378 17.38470
H 10.85744 18.20958 16.60453
H 10.04303 19.76486 17.19793
H 11.44149 21.68475 20.52607
H 10.81379 20.12984 20.37212
C 21.42234 13.97815 20.28324
C 22.84672 14.00892 19.71615
C 22.86965 13.58336 18.26227
O 22.20087 12.26843 18.19497
C 22.37384 11.66088 16.85950
N 23.50388 15.27798 19.97628
H 20.68638 14.64373 19.73806
H 21.43160 14.36099 21.26091
H 21.18046 12.91627 20.37731
H 23.43820 13.33195 20.30548
H 23.88198 13.43004 17.78708
H 22.35346 14.31146 17.61913
H 21.70103 10.84531 16.90267
H 23.38254 11.29768 16.82191
H 22.10169 12.26206 16.02794
H 23.05048 15.95741 19.41276
H 24.46710 15.22531 19.74508
C 21.27244 16.95098 16.18077
C 21.00037 18.01980 17.20264
C 19.48464 18.10287 17.56630
O 18.73190 18.26594 16.42595
C 18.92784 19.42158 15.71640
N 21.71980 17.75262 18.40912
H 21.02313 17.25215 15.15786
H 20.65304 16.11312 16.40631
H 22.32566 16.62409 16.19586
H 21.33794 18.99923 16.78718
H 19.33407 18.91624 18.36629
H 19.11230 17.13993 18.05729
H 19.42680 20.17634 16.30954
H 18.00641 19.84180 15.32308
H 19.58400 19.32290 14.88428
H 21.70489 18.46167 19.09308
H 22.64136 17.66885 18.19861
C 14.04038 12.48066 10.20891
C 15.13740 12.89027 11.28620
C 15.25270 14.37104 11.30266
O 16.23545 14.88413 10.31517
C 16.26746 16.32522 10.36069
N 14.95130 12.43896 12.64960
H 13.88860 11.41264 10.10782
H 14.26171 12.96148 9.27087
H 13.05954 12.65638 10.55373
H 16.08543 12.48955 10.97635
H 15.57606 14.76482 12.29608
H 14.27492 14.76993 11.08040
H 15.37261 16.58571 9.87350
H 17.22088 16.58870 9.97143
H 16.24906 16.71408 11.33912
H 14.11625 12.80475 13.04693
H 14.86407 11.42583 12.70729
C 24.51282 17.27860 25.00158
C 23.12552 16.99747 24.42890
C 22.27377 18.24193 24.61151
O 21.99074 18.51249 25.98054
C 21.38080 19.82201 26.01244
N 23.18414 16.81145 22.94774
H 25.23744 16.50434 24.88821
H 24.49359 17.56635 26.04048
H 24.99012 18.14548 24.53671
H 22.70161 16.10490 25.00099
H 21.34996 18.26628 23.99134
H 22.87786 19.09342 24.16602
H 20.68959 19.96141 25.24438
H 22.09710 20.63245 25.91467
H 20.98212 19.94987 27.03181
H 23.40700 15.86689 22.69614
H 22.26903 17.05397 22.60923
C 15.73889 15.33295 15.49078
C 15.26463 16.25409 16.57177
C 15.88731 15.66554 17.85752
O 15.43478 16.45537 18.97758
C 16.16784 16.20627 20.19319
N 15.66637 17.61281 16.27958
H 15.36623 15.74866 14.57660
H 15.59137 14.27990 15.71290
H 16.84072 15.54105 15.48275
H 14.16833 16.14349 16.58106
H 16.97069 15.70773 17.74510
H 15.63945 14.60101 18.05927
H 17.13024 15.63946 20.09074
H 15.55719 15.64573 20.85358
H 16.42435 17.12498 20.72536
H 16.68225 17.69634 16.16778
H 15.54236 18.17879 17.10105
C 16.03882 12.44754 20.44283
C 17.53379 12.06758 20.11053
C 18.41510 12.07903 21.30380
O 18.56149 13.40348 21.78534
C 19.23113 13.51912 23.02800
N 17.53446 10.70076 19.52088
H 15.62629 11.75073 21.14702
H 15.48382 12.28528 19.53978
H 15.83726 13.47713 20.84162
H 17.89984 12.76544 19.44780
H 19.43438 11.62407 21.11912
H 18.06163 11.48426 22.13753
H 20.19344 12.93395 23.10017
H 18.56214 13.11459 23.83689
H 19.45038 14.54294 23.25023
H 16.86282 10.58057 18.79954
H 18.42125 10.52613 19.05499
*
```

Values from the calculation:
F_max ... 3.6 eV/Å
Frontier orbital gap ... 9.300 eV
Total energy ... -4623.465724 Ha
M ... 1426.2 g mol⁻¹
ΔE to the lowest compared entry with this formula, charge and spin ... 575.8 kJ/mol

Atom charges from the Löwdin analysis, given in e for atoms 1 to 4: number 1, C, carries -0.07; number 2, C, carries -0.44; number 3, C, carries -0.17; number 4, O, carries -0.26